## w
{
  "formula": "C6H8O2",
  "method": "ωB97M-V/def2-TZVPD",
  "species": ["C", "C", "C", "C", "C", "C", "H", "H", "H", "H", "H", "H", "H", "H", "O", "O"],
  "coordinates": [[-1.07593, -3.41495, -0.04111], [-0.60230, -2.43406, -0.96891], [-0.36041, -0.20883, -1.13236], [-0.45142, 1.24869, -0.82452], [0.82470, 2.35674, 0.90137], [1.13918, 2.36706, 2.17506], [-1.70907, -4.52910, -0.03586], [-0.51127, -3.23920, 0.77920], [-1.05778, -2.33407, -1.95924], [-0.78884, -0.40105, -2.05701], [-1.02259, 2.15961, -1.26634], [1.23977, 3.12936, 0.15169], [1.22458, 1.70890, 2.93395], [1.40732, 3.36624, 2.68055], [0.17486, -1.26897, -0.54416], [0.37202, 1.35040, 0.30865]],
  "mulliken_charge": [-0.662, 0.015, 0.039, -0.428, 0.139, -0.861, 0.250, 0.299, 0.297, 0.344, 0.330, 0.290, 0.350, 0.190, -0.293, -0.298],
  "gap_ev": 8.72,
  "e_lumo_ha": 0.0347,
  "smiles": "C=CO/C=C\\OC=C",
  "e_homo_ev": -7.771,
  "multiplicity": 1
}

## x
{
  "formula": "C6H8O2",
  "method": "ωB97M-V/def2-TZVPD",
  "species": ["C", "C", "C", "C", "C", "C", "H", "H", "H", "H", "H", "H", "H", "H", "O", "O"],
  "coordinates": [[2.35366, -0.78456, -0.46930], [2.08700, 0.41213, 0.07215], [0.72440, 0.56527, 0.68932], [-1.10681, 0.42964, -0.62900], [-2.49718, -0.38433, -0.18298], [-1.21392, -0.27023, 0.53501], [1.48218, -1.40776, -0.68373], [3.37777, -1.13283, -0.76376], [2.57242, 1.41369, 0.09039], [0.76142, 1.27983, 1.52702], [-0.81660, -0.16502, -1.47364], [-3.42652, 0.00664, 0.31203], [-2.78641, -1.10350, -0.92968], [-1.42915, 0.42668, 1.33538], [-0.18449, 1.38522, -0.30504], [0.10223, -0.67086, 0.87584]],
  "mulliken_charge": [-0.619, -0.415, 0.284, -0.052, -0.770, 0.380, 0.229, 0.279, 0.325, 0.297, 0.227, 0.229, 0.281, 0.159, -0.418, -0.415],
  "gap_ev": 10.09,
  "e_lumo_ha": 0.0364,
  "smiles": "C=CC1O[C@@H]2C[C@H]2O1",
  "e_homo_ev": -9.100,
  "multiplicity": 1
}

## y
{
  "formula": "C6H8O2",
  "method": "ωB97M-V/def2-TZVPD",
  "species": ["C", "C", "C", "C", "C", "C", "O", "O", "H", "H", "H", "H", "H", "H", "H", "H"],
  "coordinates": [[1.78870, -1.62501, -1.24287], [-0.56033, -0.45929, -0.81434], [0.84589, 0.00161, 0.80960], [-0.67839, 0.18873, 0.56185], [0.95552, -0.56277, -0.66971], [-1.26206, 1.53750, 0.70374], [2.23370, -2.68210, -1.42732], [1.90792, -0.37432, -1.74985], [-1.29794, -1.31091, -0.68448], [-0.82096, 0.15639, -1.71404], [1.32072, 0.92433, 1.01098], [1.06548, -0.72804, 1.54630], [-1.19439, -0.51123, 1.20499], [-0.88533, 2.38330, 0.13053], [-1.12281, 1.71979, 1.80416], [-2.29571, 1.34202, 0.53047]],
  "mulliken_charge": [0.097, -0.718, -0.810, 0.405, 0.820, -1.474, -0.479, -0.480, 0.269, 0.296, 0.335, 0.318, 0.350, 0.324, 0.349, 0.398],
  "gap_ev": 10.51,
  "e_lumo_ha": 0.0277,
  "smiles": "C[C@H]1C[C@]2(C1)OC2=O",
  "e_homo_ev": -9.760,
  "multiplicity": 1
}

Energies relative to the minimum, eV: w 4.697; x 4.006; y 0.000

## w
{
  "formula": "C6H8O2",
  "method": "ωB97M-V/def2-TZVPD",
  "species": ["C", "C", "C", "C", "C", "C", "H", "H", "H", "H", "H", "H", "H", "H", "O", "O"],
  "coordinates": [[-0.21710, -0.60845, 1.87952], [-0.11543, -0.11018, 0.51900], [0.38788, -1.03608, -0.74510], [0.94928, 0.27781, -1.02060], [-0.16313, 1.27120, -1.26814], [-1.03427, 0.89583, -0.17683], [0.18985, 0.12365, 2.68914], [0.50509, -1.46101, 1.96462], [-1.40281, -0.77161, 2.27032], [1.27217, -1.71007, -0.42886], [-0.33227, -1.60004, -1.58478], [1.93624, 0.06734, -1.69770], [-0.66591, 1.56962, -2.32025], [-2.11803, 0.54135, -0.26177], [1.17919, 0.39700, 0.34660], [-0.37074, 2.15365, -0.16516]],
  "mulliken_charge": [-1.253, 0.731, -0.804, 0.146, -0.225, -0.115, 0.296, 0.313, 0.255, 0.355, 0.210, 0.318, 0.309, 0.350, -0.448, -0.439],
  "gap_ev": 10.71,
  "e_lumo_ha": 0.0352,
  "e_homo_ev": -9.747,
  "multiplicity": 1
}

## x
{
  "formula": "C6H8O2",
  "method": "ωB97M-V/def2-TZVPD",
  "species": ["C", "C", "C", "C", "C", "C", "H", "H", "H", "H", "H", "H", "H", "H", "O", "O"],
  "coordinates": [[-0.35021, -0.51516, -0.77502], [-1.63079, -1.14461, -0.18227], [-0.64823, -0.45334, 0.77391], [1.35611, 0.41589, 0.78172], [0.58629, 1.65446, 0.38373], [0.76013, 0.49938, -0.71241], [0.23824, -1.78370, -1.94045], [-2.60283, -0.37420, 0.05919], [-1.90063, -2.10514, -0.46329], [-1.24602, 0.36388, 1.27395], [2.50046, 0.28074, 1.39981], [1.06554, 2.81546, 0.35621], [-0.59664, 1.97327, 0.34188], [1.41418, 0.75853, -1.64484], [0.56180, -1.77784, -1.08946], [0.49258, -0.60761, 1.43734]],
  "mulliken_charge": [0.788, -0.589, -0.392, -0.070, -0.548, -0.395, 0.320, 0.177, 0.371, 0.293, 0.289, 0.225, 0.190, 0.285, -0.512, -0.434],
  "gap_ev": 9.64,
  "e_lumo_ha": 0.0312,
  "smiles": "O[C@@]12C[C@H]1O[C@@H]1C[C@@H]12",
  "e_homo_ev": -8.786,
  "multiplicity": 1
}

## y
{
  "formula": "C6H8O2",
  "method": "ωB97M-V/def2-TZVPD",
  "species": ["C", "C", "C", "C", "C", "C", "H", "H", "H", "H", "H", "H", "H", "H", "O", "O"],
  "coordinates": [[0.90226, 0.39050, -1.18298], [0.84897, 0.33428, 0.35518], [-0.44626, 0.79651, 1.01096], [-1.05583, -0.53762, 1.39992], [-1.20018, -0.54914, -0.14164], [0.24159, -0.81796, -0.47405], [2.16281, 0.72849, -2.44808], [0.33706, 1.22251, -1.68061], [1.71622, 0.11013, 0.98131], [-0.53544, 1.72445, 1.56693], [-2.12818, -0.39100, 1.73077], [-0.55611, -1.40054, 1.95062], [-1.95478, -1.05816, -0.72912], [0.80256, -1.73405, -0.55114], [2.16783, 0.30557, -1.65140], [-1.30252, 0.87601, -0.13665]],
  "mulliken_charge": [-0.029, -0.496, -0.158, -0.588, -0.224, -0.513, 0.330, 0.294, 0.406, 0.464, 0.288, 0.268, 0.501, 0.447, -0.491, -0.500],
  "gap_ev": 10.06,
  "e_lumo_ha": 0.0359,
  "e_homo_ev": -9.088,
  "multiplicity": 1
}

## z
{
  "formula": "C6H8O2",
  "method": "ωB97M-V/def2-TZVPD",
  "species": ["C", "C", "C", "C", "C", "C", "H", "H", "H", "H", "H", "H", "H", "H", "O", "O"],
  "coordinates": [[3.19661, -1.33569, -0.20632], [2.67081, -0.03461, 0.14941], [0.81084, 1.44892, 0.02484], [-0.56999, 1.29688, 0.03874], [-2.53284, -0.09399, 0.19643], [-3.37958, -1.07765, -0.02298], [4.34979, -1.56989, -0.15842], [2.39954, -2.16821, 0.05982], [3.06582, 0.95615, -0.25447], [1.46656, 2.37694, -0.51787], [-1.03471, 2.21900, -0.23910], [-2.73165, 0.98935, 0.07865], [-3.31024, -2.32675, 0.14925], [-4.43297, -0.68837, -0.01793], [1.16969, 0.01252, 0.71687], [-1.13767, -0.00460, 0.00308]],
  "mulliken_charge": [-0.621, 0.113, -0.178, -0.027, 0.137, -0.611, 0.252, 0.234, 0.199, 0.231, 0.263, 0.146, 0.233, 0.232, -0.351, -0.251],
  "gap_ev": 9.47,
  "e_lumo_ha": 0.0340,
  "smiles": "C=CO/C=C\\OC=C",
  "e_homo_ev": -8.549,
  "multiplicity": 1
}

Energies relative to the minimum, eV: w 1.850; x 5.612; y 0.000; z 5.069

## w
{
  "formula": "C6H8O2",
  "method": "ωB97M-V/def2-TZVPD",
  "species": ["C", "C", "C", "C", "C", "C", "H", "H", "H", "H", "H", "H", "H", "H", "O", "O"],
  "coordinates": [[-1.18569, 0.32378, 0.12866], [-0.33964, 0.42489, -1.14174], [0.63764, 1.36570, -0.52260], [1.04529, 0.74504, 0.65716], [0.01967, -0.41038, 0.92562], [0.45122, -1.20328, -0.35290], [-2.50473, -0.89579, 0.65595], [-1.54651, 1.37394, 0.48333], [-0.84563, 0.35964, -2.09147], [1.10849, 2.34763, -0.75671], [1.76749, 0.99900, 1.34929], [-0.28838, -0.80455, 1.98983], [-0.19589, -2.17623, -0.82659], [2.23223, -0.47835, 0.09851], [-2.14082, -0.66455, -0.16031], [1.78525, -1.30650, -0.43602]],
  "mulliken_charge": [0.105, -0.636, -0.561, -0.964, -0.271, 0.133, 0.310, 0.316, 0.463, 0.381, 0.709, 0.371, 0.294, 0.437, -0.519, -0.567],
  "gap_ev": 9.13,
  "e_lumo_ha": 0.0324,
  "e_homo_ev": -8.250,
  "multiplicity": 1
}

## x
{
  "formula": "C6H8O2",
  "method": "ωB97M-V/def2-TZVPD",
  "species": ["C", "C", "C", "C", "C", "C", "H", "H", "H", "H", "H", "H", "H", "H", "O", "O"],
  "coordinates": [[1.74556, -1.32743, 0.17134], [0.28382, -1.19245, -0.12069], [-0.47305, -0.07021, 0.08363], [-0.15491, 1.31638, 0.17037], [0.96648, 1.87170, -0.30597], [-1.94110, -0.32108, -0.05863], [1.94398, -2.07312, 0.98439], [2.27784, -0.45209, 0.50252], [2.25009, -1.58284, -0.74072], [-0.24711, -2.15998, -0.38368], [-0.87642, 1.89171, 0.77175], [1.22742, 2.93610, -0.23589], [1.64687, 1.16721, -0.81243], [-3.56664, 0.58847, 0.05527], [-2.64370, 0.81645, 0.11534], [-2.43912, -1.40880, -0.19660]],
  "mulliken_charge": [-1.373, 0.081, 0.326, -0.137, -0.816, 0.385, 0.316, 0.399, 0.363, 0.315, 0.316, 0.269, 0.253, 0.342, -0.455, -0.583],
  "gap_ev": 9.27,
  "e_lumo_ha": 0.0119,
  "smiles": "C=C/C(=C\\C)C(=O)O",
  "e_homo_ev": -8.950,
  "multiplicity": 1
}

## y
{
  "formula": "C6H8O2",
  "method": "ωB97M-V/def2-TZVPD",
  "species": ["C", "C", "C", "C", "C", "C", "O", "O", "H", "H", "H", "H", "H", "H", "H", "H"],
  "coordinates": [[1.12448, -1.02894, 1.36826], [-0.75628, -0.22446, -1.06191], [-0.97354, 1.03105, -0.25435], [0.67815, -0.59616, -1.20459], [1.52877, -0.70778, -0.19550], [-2.18967, 1.58996, -0.23175], [0.05916, 1.49579, 0.47059], [-1.65174, -0.80705, -1.63001], [0.77191, 0.69513, 0.70100], [1.01722, -0.72272, -2.22447], [2.59192, -0.85610, -0.32876], [-2.36431, 2.52403, 0.27369], [-2.99429, 1.12748, -0.77720], [1.70904, -0.46318, 2.09303], [1.39914, -2.07579, 1.48292], [0.05005, -0.98126, 1.51904]],
  "mulliken_charge": [-1.223, 0.496, 0.465, -0.143, -0.567, -0.876, -0.619, -0.567, 0.443, 0.385, 0.425, 0.308, 0.315, 0.373, 0.361, 0.424],
  "gap_ev": 8.93,
  "e_lumo_ha": -0.0034,
  "smiles": "C=C(O)C(=O)/C=C\\C",
  "e_homo_ev": -9.025,
  "multiplicity": 1
}

Energies relative to the minimum, eV: w 4.348; x 0.000; y 1.450

## w
{
  "formula": "C6H8O2",
  "method": "ωB97M-V/def2-TZVPD",
  "species": ["C", "C", "C", "C", "C", "C", "H", "H", "H", "H", "H", "H", "H", "H", "O", "O"],
  "coordinates": [[1.00027, -1.39398, 0.44455], [1.83261, 0.50077, -0.25537], [0.75168, 1.27232, -0.34301], [-0.74770, 1.17476, 0.27357], [-1.72021, -0.02575, -0.07870], [-1.36265, -1.20360, -0.41078], [0.46025, -0.70766, 1.11829], [1.19168, -2.20335, 1.15465], [2.58322, 1.11108, -0.89438], [0.84917, 2.21835, -1.01799], [-1.08342, 2.14500, -0.40860], [-0.93013, 1.37638, 1.38928], [-2.76139, 0.20803, 0.09385], [-2.17334, -1.97510, -0.40736], [2.07412, -0.76618, -0.06236], [0.03585, -1.73107, -0.59561]],
  "mulliken_charge": [-0.447, -0.070, -0.053, -0.670, -0.154, -0.153, 0.338, 0.286, 0.209, 0.167, 0.257, 0.291, 0.341, 0.320, -0.316, -0.346],
  "gap_ev": 9.91,
  "e_lumo_ha": 0.0296,
  "smiles": "C1=C\\OCO/C=C\\C/1",
  "e_homo_ev": -9.101,
  "multiplicity": 1
}

## x
{
  "formula": "C6H8O2",
  "method": "ωB97M-V/def2-TZVPD",
  "species": ["C", "C", "C", "C", "C", "C", "H", "H", "H", "H", "H", "H", "H", "H", "O", "O"],
  "coordinates": [[1.36951, -1.11870, 0.39053], [0.62994, 0.10341, -0.14730], [-0.34109, 0.48500, 0.75814], [-1.49075, 1.01222, 0.00247], [-1.22032, 0.65039, -1.23452], [0.07560, -0.09214, -1.45944], [0.67082, -2.02672, 1.34927], [2.69744, -0.70689, 1.04094], [1.80527, -1.82592, -0.54094], [1.46431, 0.93555, -0.46275], [0.13004, 1.49696, 1.33584], [-1.04041, -1.20156, 1.29501], [-2.29841, 1.54427, 0.46850], [-2.06782, 1.44328, -1.95738], [-0.86897, -0.33466, 1.67028], [0.48486, -0.36448, -2.50864]],
  "mulliken_charge": [-1.009, 0.345, 0.256, -0.390, -0.477, 0.168, 0.210, 0.236, 0.321, 0.286, 0.181, 0.342, 0.447, 0.120, -0.538, -0.498],
  "gap_ev": 9.82,
  "e_lumo_ha": 0.0061,
  "e_homo_ev": -9.653,
  "multiplicity": 1
}

Energies relative to the minimum, eV: w 0.000; x 3.106

## w
{
  "formula": "C6H8O2",
  "method": "ωB97M-V/def2-TZVPD",
  "species": ["C", "C", "C", "C", "C", "C", "H", "H", "H", "H", "H", "H", "H", "H", "O", "O"],
  "coordinates": [[1.84151, -1.27047, -0.84223], [2.00062, -0.26910, 0.32873], [1.39204, 0.95759, 0.42677], [0.35951, 1.68137, -0.24153], [-0.95719, 1.19843, -0.34282], [-1.50944, -0.13856, 0.11840], [2.73571, -1.12070, -1.57490], [2.02619, -2.42601, -0.62138], [0.67378, -1.13664, -1.31014], [2.62115, -0.48218, 1.38319], [1.80117, 1.67616, 1.24289], [0.34637, 2.78888, -0.42764], [-1.48652, 1.85581, -1.01564], [-0.06113, -0.89178, 1.47510], [-0.83385, -1.01459, 0.81942], [-2.59353, -0.63779, -0.29884]],
  "mulliken_charge": [-0.731, -0.262, -0.065, -0.282, -0.289, 0.455, 0.289, 0.261, 0.206, 0.262, 0.198, 0.295, 0.357, 0.394, -0.492, -0.594],
  "gap_ev": 8.88,
  "e_lumo_ha": -0.0133,
  "smiles": "C/C=C\\C=C/C(=O)O",
  "e_homo_ev": -9.244,
  "multiplicity": 1
}

## x
{
  "formula": "C6H8O2",
  "method": "ωB97M-V/def2-TZVPD",
  "species": ["C", "C", "C", "C", "C", "C", "H", "H", "H", "H", "H", "H", "H", "H", "O", "O"],
  "coordinates": [[0.31699, 1.25017, 0.67150], [-0.94717, 0.99405, -0.25685], [-0.84782, -0.36821, -0.91761], [0.46794, -0.74858, -1.30700], [-0.18387, -1.39495, -0.14229], [-0.56972, -2.57936, 0.43190], [0.73322, 2.30890, -0.92522], [-1.71493, 1.16171, 0.46721], [-1.26245, 1.73617, -0.99101], [-1.67433, -0.38337, -1.73507], [0.65935, -1.36755, -2.15441], [1.31042, -0.03586, -1.03388], [-1.58281, -2.99994, 0.79351], [0.12456, -3.38192, 0.58632], [1.30600, 1.89269, -0.02327], [0.44261, 0.61270, 1.78759]],
  "mulliken_charge": [0.414, -0.925, 0.215, -0.624, 0.387, -0.925, 0.445, 0.300, 0.480, 0.313, 0.326, 0.152, 0.210, 0.255, -0.498, -0.525],
  "gap_ev": 9.65,
  "e_lumo_ha": 0.0101,
  "smiles": "C=C1C[C@@H]1CC(=O)O",
  "e_homo_ev": -9.376,
  "multiplicity": 1
}

Energies relative to the minimum, eV: w 0.000; x 0.675

## w
{
  "formula": "C4H5N2",
  "method": "ωB97M-V/def2-TZVPD",
  "species": ["C", "C", "C", "C", "N", "N", "H", "H", "H", "H", "H"],
  "coordinates": [[1.74669, -0.56814, 0.22345], [1.87286, 0.78489, -0.02627], [0.56670, 1.11384, -0.09804], [-1.58400, -0.69796, 0.01451], [0.74805, -1.28658, -0.06075], [-0.21899, -0.43574, -0.19269], [2.73695, 1.42032, 0.01557], [-0.02553, 2.00282, -0.05096], [-2.15253, 0.22043, -0.12758], [-1.88752, -1.46314, -0.71072], [-1.80268, -1.09076, 1.01349]],
  "mulliken_charge": [0.341, -0.204, -0.185, -0.603, -0.559, 0.504, 0.398, 0.408, 0.274, 0.297, 0.327],
  "gap_ev": [7.48, 8.37],
  "e_lumo_ha": [-0.2937, -0.2596],
  "smiles": "Cn1ccc#[n+]1",
  "total_charge": 1,
  "e_homo_ev": [-15.475, -15.434],
  "multiplicity": 1
}

## x
{
  "formula": "C4H5N2",
  "method": "ωB97M-V/def2-TZVPD",
  "species": ["C", "C", "C", "C", "N", "N", "H", "H", "H", "H", "H"],
  "coordinates": [[2.08912, -0.71001, 0.20973], [-1.59242, -0.06847, -0.47295], [-0.67253, 0.05244, 0.77722], [0.53290, -0.47508, 0.08170], [2.09429, 0.41434, 0.64291], [-0.28233, 0.61792, -0.50812], [2.44929, -1.63666, -0.08110], [-1.60677, -0.85810, -1.20212], [-2.32653, 0.80665, -0.60755], [-0.76790, 0.36973, 1.85943], [0.08289, 1.48724, -0.69916]],
  "mulliken_charge": [-0.018, -0.243, -0.043, 0.298, -0.344, -0.119, 0.330, 0.277, 0.299, 0.317, 0.245],
  "gap_ev": 10.21,
  "e_lumo_ha": -0.1595,
  "total_charge": 1,
  "e_homo_ev": -14.553,
  "multiplicity": 1
}

## y
{
  "formula": "C4H5N2",
  "method": "ωB97M-V/def2-TZVPD",
  "species": ["C", "C", "C", "C", "N", "N", "H", "H", "H", "H", "H"],
  "coordinates": [[-1.31282, -1.09206, 0.52325], [-1.11925, 1.14928, 0.34374], [0.00340, -0.97716, -0.18720], [0.24552, 0.63297, -0.24132], [-1.83774, 0.08261, 0.74423], [0.85021, -1.83946, -0.39568], [-1.71293, -1.96534, 0.93491], [-1.59256, 2.12848, 0.45401], [0.61907, 1.14793, -1.27573], [1.10701, 0.59587, 0.34425], [1.84024, -1.62682, -0.55376]],
  "mulliken_charge": [-0.089, 0.071, 0.498, -0.563, -0.332, -0.470, 0.461, 0.410, 0.357, 0.354, 0.303],
  "gap_ev": [7.48, 7.48],
  "e_lumo_ha": [-0.2893, -0.2893],
  "smiles": "[H]/N=C1/C=[N+]=CC1",
  "total_charge": 1,
  "e_homo_ev": [-15.349, -15.348],
  "multiplicity": 1
}

Energies relative to the minimum, eV: w 2.514; x 3.059; y 0.000